The following is a quantum chemistry calculation of 2 unconnected molecules or ions with the total composition C34H24BF6N in a non-equilibrium geometry, from the Open Molecules 2025 dataset.

Cartesian coordinates (Å):
F 0.803 3.941 -0.174
C -0.487 3.463 -0.103
C -1.471 4.210 -0.724
C -2.750 3.662 -0.848
C -2.997 2.356 -0.411
C -1.992 1.688 0.265
F -2.243 0.406 0.693
C -0.728 2.241 0.561
B 0.267 1.647 1.586
C 1.754 2.089 1.674
C 2.915 1.679 1.003
F 2.800 0.751 -0.012
C 4.177 2.168 1.308
C 4.293 3.144 2.306
C 3.167 3.609 2.980
C 1.944 3.069 2.657
F 0.831 3.499 3.343
C -0.244 0.847 2.817
C 0.464 -0.222 3.396
F 1.648 -0.595 2.795
C 0.083 -0.862 4.564
C -1.031 -0.374 5.258
C -1.755 0.711 4.759
C -1.352 1.285 3.568
F -2.000 2.428 3.169
H 0.131 -0.566 0.012
H -1.237 5.204 -1.095
H -3.550 4.242 -1.299
H -3.961 1.873 -0.570
H 5.048 1.795 0.772
H 5.267 3.546 2.561
H 3.210 4.366 3.759
H 0.671 -1.701 4.940
H -1.318 -0.831 6.198
H -2.599 1.138 5.300
C 0.613 1.288 -4.767
N 0.279 0.224 -3.827
C 0.586 0.225 -2.495
C 0.380 -1.047 -1.956
C 0.583 -1.377 -0.523
C -0.068 -2.613 0.083
C -1.435 -2.819 -0.126
C -2.047 -3.973 0.384
C -1.305 -4.819 1.218
C 0.022 -4.523 1.560
C 0.638 -3.388 1.012
C -0.130 -1.870 -3.014
C -0.489 -3.218 -3.094
C -0.831 -3.744 -4.340
C -0.809 -2.939 -5.489
C -0.493 -1.571 -5.421
C -0.185 -1.050 -4.178
H 0.060 1.116 -5.692
H 0.324 2.254 -4.342
H 1.691 1.306 -4.991
H 0.958 1.119 -2.008
H 1.660 -1.368 -0.279
H -1.996 -2.065 -0.689
H -3.083 -4.175 0.107
H -1.788 -5.707 1.622
H 0.575 -5.161 2.253
H 1.653 -3.094 1.302
H -0.482 -3.811 -2.187
H -1.092 -4.799 -4.396
H -1.047 -3.392 -6.441
H -0.504 -0.916 -6.294

Values from the calculation:
Gap between HOMO and LUMO (Eh): 0.243
HOMO level (eV): -7.3
SMILES: Fc1cccc(F)c1B(c1c(F)cccc1F)c1c(F)cccc1F.Cn1cc(Cc2ccccc2)c2ccccc21
E_LUMO (eV): -0.653
Energy relative to the best compared isomer or geometry (same formula, charge and spin) (kcal per mole): 0.0


The following is a quantum chemistry calculation of a molecular structure, C34H24N4O3RuSe in a non-equilibrium geometry, from the Open Molecules 2025 dataset.

Cartesian coordinates (Å):
Ru 0.316 0.369 -0.225
O -1.447 -0.487 -4.433
C -1.237 -1.814 -4.412
C -1.833 -2.560 -5.431
C -1.664 -3.928 -5.486
C -0.895 -4.583 -4.526
C -0.297 -3.844 -3.520
C -0.447 -2.460 -3.441
C 0.207 -1.696 -2.339
O -0.085 -0.424 -2.229
N 1.021 -2.331 -1.558
N 1.544 -1.472 -0.581
C 2.465 -1.989 0.135
C 3.214 -1.293 1.151
C 4.047 -2.048 1.992
C 4.799 -1.470 2.987
C 4.728 -0.074 3.150
C 3.942 0.697 2.332
C 3.159 0.127 1.283
O 2.464 0.874 0.500
H -1.011 -0.125 -3.624
H -2.431 -2.033 -6.165
H -2.138 -4.494 -6.281
H -0.770 -5.658 -4.562
H 0.305 -4.324 -2.760
H 2.682 -3.044 -0.045
H 4.079 -3.124 1.847
H 5.432 -2.071 3.627
H 5.310 0.400 3.935
H 3.886 1.775 2.450
C -0.369 4.441 -1.934
C -0.629 5.157 -0.771
C -0.529 4.530 0.461
C -0.172 3.185 0.534
C 0.057 2.434 -0.631
C -0.042 3.095 -1.859
C 0.020 2.509 1.851
C 0.200 3.252 3.049
C 0.516 2.615 4.201
C 0.649 1.212 4.211
C 1.017 0.480 5.366
C 1.127 -0.875 5.315
C 0.865 -1.560 4.104
C 0.509 -0.880 2.978
C 0.402 0.531 3.002
N 0.101 1.202 1.848
H -0.431 4.936 -2.898
H -0.910 6.202 -0.823
H -0.751 5.094 1.360
H 0.134 2.542 -2.776
H 0.122 4.329 3.024
H 0.696 3.175 5.113
H 1.222 1.020 6.284
H 1.421 -1.430 6.198
H 0.949 -2.639 4.064
H 0.314 -1.411 2.056
Se -2.045 -0.978 0.389
C -3.347 -0.343 -0.844
C -3.201 0.798 -1.631
C -4.223 1.174 -2.488
N -5.378 0.516 -2.623
C -5.512 -0.576 -1.864
C -4.550 -1.038 -0.982
H -2.299 1.398 -1.575
H -4.104 2.060 -3.107
H -6.448 -1.118 -1.971
H -4.726 -1.936 -0.403

Values from the calculation:
Gap between HOMO and LUMO (alpha / beta) (Eh): 0.236 / 0.232
HOMO level (alpha / beta) (eV): -4.3 / -4.7
E_LUMO (alpha / beta) (eV): 2.078 / 1.640
Total charge: -1
Multiplicity: 6
Energy relative to the best compared isomer or geometry (same formula, charge and spin) (kcal per mole): 0.0


The following is a quantum chemistry calculation of a molecular structure, C34H25Cl3GeMoN3Si in a non-equilibrium geometry, from the Open Molecules 2025 dataset.

Cartesian coordinates (Å):
Mo -0.542 0.399 0.032
N 7.316 0.086 6.738
C 6.466 0.122 5.974
C 5.394 0.150 5.047
C 4.445 1.171 5.104
C 3.379 1.172 4.226
C 3.251 0.168 3.266
C 4.216 -0.841 3.207
C 5.275 -0.857 4.091
C 2.138 0.184 2.299
C 2.470 0.217 0.941
C 3.764 0.153 0.374
C 3.598 0.124 -0.999
C 2.232 0.218 -1.236
N 1.530 0.265 -0.082
C 0.825 0.086 2.781
C 0.446 -0.147 4.118
C -0.928 -0.368 4.121
C -1.350 -0.252 2.805
N -0.317 0.023 1.977
H 4.550 1.954 5.838
H 2.656 1.972 4.262
H 4.112 -1.635 2.484
H 6.013 -1.644 4.047
H 4.686 0.147 0.917
H 4.366 0.050 -1.740
H 1.729 0.272 -2.190
H 1.117 -0.156 4.955
H -1.545 -0.584 4.972
H -2.358 -0.348 2.428
Cl -0.249 -2.265 -3.020
Si -0.546 -1.801 -1.110
Cl -2.702 1.018 0.129
Cl -0.990 -3.406 -0.019
C -0.783 3.719 -4.235
C -0.571 4.819 -3.420
C -0.381 4.651 -2.057
C -0.421 3.374 -1.505
C -0.672 2.282 -2.331
C -0.845 2.441 -3.693
Ge -0.048 2.991 0.417
C -1.498 3.547 1.662
C -1.508 3.193 3.009
C -2.547 3.616 3.819
C -3.569 4.391 3.289
C -3.558 4.745 1.948
C -2.538 4.301 1.125
C 1.794 3.495 0.911
C 2.036 4.154 2.115
C 3.310 4.608 2.404
C 4.350 4.371 1.519
C 4.117 3.710 0.322
C 2.840 3.282 0.014
H -0.902 3.850 -5.300
H -0.547 5.813 -3.847
H -0.200 5.507 -1.418
H -0.732 1.256 -1.857
H -1.026 1.592 -4.338
H -0.706 2.593 3.421
H -2.559 3.345 4.862
H -4.375 4.722 3.922
H -4.342 5.360 1.536
H -2.536 4.553 0.070
H 1.217 4.339 2.798
H 3.490 5.154 3.319
H 5.344 4.717 1.752
H 4.928 3.532 -0.367
H 2.645 2.788 -0.932

Values from the calculation:
Gap between HOMO and LUMO (alpha / beta) (Eh): 0.193 / 0.207
HOMO level (alpha / beta) (eV): -14.3 / -14.2
E_LUMO (alpha / beta) (eV): -9.019 / -8.536
Total charge: +2
Multiplicity: 2